21
Properties=species:S:1:pos:R:3 method="wB97M-V/def2-TZVPD" largest_force_ev_per_a=3.77 orbital_gap_ev=9.836 e_lumo_ha=0.02968 smiles="C=C(CC)CC.O" de_lowest_kcal_mol=54.6
C -0.208 1.657 1.002
C -0.134 0.331 0.839
C 1.271 -0.365 0.710
C 2.150 0.015 1.887
C -1.223 -0.527 0.324
C -2.702 -0.051 0.335
H 0.597 2.398 0.949
H -1.192 2.242 1.260
H 1.659 -0.218 -0.302
H 0.967 -1.563 0.684
H 2.374 1.125 1.834
H 2.980 -0.786 2.029
H 1.555 -0.086 2.879
H -1.158 -1.467 0.907
H -1.001 -0.816 -0.646
H -2.971 0.224 1.405
H -3.316 -0.862 -0.174
H -2.763 0.846 -0.213
O 0.740 -0.585 -5.019
H 1.683 -0.302 -4.929
H 0.692 -1.212 -5.761